(1)
{"formula": "C21H27N3O6S", "method": "the ωB97M-V functional and the def2-TZVPD basis", "homo_ha": -0.2940, "largest_force_ev_per_a": 0.96, "gap_ha": 0.3141, "smiles": "CCOc1ccc(S(=O)(=O)NCCC(=O)N(C)CC(=O)Nc2ccc(OC)cc2)cc1", "species": ["H", "C", "H", "H", "S", "H", "H", "C", "H", "H", "C", "H", "C", "H", "H", "H", "C", "H", "H", "H", "C", "H", "C", "H", "C", "O", "C", "H", "H", "H", "C", "H", "C", "O", "H", "H", "N", "C", "O", "C", "H", "O", "C", "N", "C", "C", "C", "H", "O", "C", "C", "O", "H", "H", "C", "N", "H", "C"], "coordinates": [[-0.47765, 1.63180, 2.27550], [-3.49708, 1.20991, 0.82213], [0.12346, -3.68263, 0.98671], [1.64993, -0.20412, 1.04492], [2.53420, -2.52975, 0.10074], [3.64690, 0.16357, -1.37728], [0.93316, 2.71791, 0.88876], [3.72960, 0.38419, 1.25972], [-6.21434, 0.03958, 2.18085], [-5.04962, 1.08190, 3.03404], [0.98224, 2.92278, -1.11820], [-5.36019, -1.45855, -2.45926], [3.65643, 1.22900, -1.59499], [-4.18238, -1.99872, 0.30786], [3.43911, -2.22850, 2.14484], [-4.05045, -3.11347, -1.08040], [-1.92896, 2.19649, -0.72223], [4.39206, 0.54233, 2.11179], [1.33502, -0.60556, -1.67505], [4.67643, 1.53266, -1.84673], [-3.19021, 1.72075, -0.43881], [4.26630, -0.14760, 0.48125], [0.84400, -2.16456, -0.30616], [-2.24823, -3.23444, 0.47020], [2.49437, -0.43382, 1.70232], [0.49200, 2.86036, -2.22527], [-1.47971, -2.64213, 0.00024], [-6.28193, -2.05258, -1.06835], [2.21169, -0.14921, 2.71929], [3.01940, 1.40037, -2.46224], [-0.93928, 2.17175, 0.25790], [2.90654, 3.63484, -1.80844], [2.46665, 3.25089, -0.88804], [2.73535, -3.93620, 0.26720], [2.57273, 3.98716, -0.08768], [-1.70279, 2.59347, -1.69751], [0.35615, 2.65719, 0.05090], [0.53647, -1.15559, -1.20457], [-3.05650, -1.31433, -1.28840], [-5.16242, 0.30793, 2.26814], [-5.54245, -0.44369, -1.02201], [-4.78163, 0.77688, 0.99908], [-2.50694, 1.17356, 1.79636], [3.15111, 2.02522, -0.49584], [-1.80673, -1.63242, -0.90820], [-1.24158, 1.65347, 1.51140], [3.18310, 1.72205, 0.81414], [-3.96394, 1.73996, -1.18887], [2.68019, 2.47604, 1.64563], [-0.78018, -0.88568, -1.50216], [-4.15366, -2.05946, -0.78736], [3.40465, -1.83370, -0.81598], [-4.58829, -0.57711, 2.56411], [-2.70444, 0.78240, 2.78192], [-0.15341, -2.90062, 0.29830], [2.64316, -1.86460, 1.64294], [-1.04682, -0.10598, -2.19631], [-5.42223, -1.46356, -1.37485]], "forces_ev_per_a": [[0.1, 0.0, 0.1], [0.2, 0.1, -0.1], [-0.1, -0.1, 0.1], [0.0, 0.2, 0.2], [0.1, 0.1, 0.6], [0.0, 0.2, 0.0], [0.1, 0.1, -0.2], [-0.1, 0.1, 0.0], [0.1, 0.0, 0.1], [0.0, 0.0, 0.0], [0.6, 0.2, 0.2], [0.0, 0.0, -0.1], [0.3, -0.3, -0.2], [0.1, 0.0, -0.1], [0.2, -0.3, 0.0], [0.1, 0.1, 0.1], [0.0, 0.1, 0.0], [0.0, 0.1, -0.1], [0.1, 0.1, -0.1], [0.0, 0.0, -0.1], [-0.1, -0.1, 0.3], [0.0, 0.0, 0.0], [0.7, -0.1, 0.1], [-0.1, 0.0, 0.0], [0.0, 0.5, 0.0], [-0.2, 0.0, -0.3], [-0.2, 0.0, 0.0], [-0.1, -0.1, 0.0], [-0.1, 0.0, -0.2], [0.0, 0.0, 0.0], [-0.3, -0.2, 0.1], [-0.1, -0.1, 0.1], [-0.2, 0.2, 0.1], [-0.2, -0.1, 0.1], [0.0, -0.1, -0.1], [0.0, 0.0, -0.1], [0.0, 0.1, 0.4], [0.0, 0.1, -0.1], [0.1, 0.1, -0.1], [-0.1, -0.1, 0.2], [-0.1, 0.1, 0.0], [0.1, 0.1, -0.3], [-0.4, -0.1, 0.0], [-0.1, 0.3, -0.1], [0.4, 0.0, 0.0], [0.1, 0.1, -0.3], [0.3, -0.2, 0.1], [-0.1, 0.0, -0.1], [-0.1, 0.1, 0.4], [-0.2, -0.1, 0.0], [-0.4, -0.2, 0.1], [-0.4, 0.0, 0.0], [0.0, 0.0, 0.0], [-0.1, 0.0, 0.1], [0.0, 0.0, 0.0], [-0.2, -0.6, -0.7], [0.0, 0.1, -0.1], [0.4, 0.0, 0.1]]}

---

(2)
{"formula": "C21H27N3O7S", "method": "the ωB97M-V functional and the def2-TZVPD basis", "homo_ha": -0.2740, "largest_force_ev_per_a": 19.10, "gap_ha": 0.2722, "species": ["C", "C", "H", "H", "H", "H", "O", "C", "C", "C", "O", "H", "S", "H", "C", "O", "H", "H", "C", "H", "C", "H", "O", "H", "H", "H", "H", "H", "H", "C", "H", "C", "H", "H", "C", "H", "N", "C", "O", "H", "H", "C", "O", "C", "H", "H", "C", "C", "C", "H", "H", "O", "C", "C", "C", "N", "H", "C", "N"], "coordinates": [[1.05089, 1.38854, 3.74973], [2.45524, 2.77594, 2.16928], [0.84909, 0.56705, 1.58861], [0.12270, -0.31335, 6.34589], [-1.70243, 5.83660, 1.18380], [1.73512, -0.65376, -2.80772], [-1.45531, -2.11342, -4.24391], [-1.34890, 4.77295, -0.82190], [-0.30894, 2.92370, -1.08016], [-1.58903, 1.07020, -1.99035], [-0.24457, -3.12169, 2.47623], [2.81755, 3.70770, 2.35721], [0.80922, -3.18989, -1.95755], [-2.08748, 5.40391, -1.34273], [-0.65175, -2.80833, 0.41765], [1.75031, 2.34311, 3.61328], [1.59439, 1.17519, -1.08181], [1.11680, 1.81971, 5.76857], [-0.67736, -5.21400, 1.36940], [1.61489, -2.28749, -3.96624], [-1.74098, 4.85231, 0.75590], [1.32770, 0.87771, -3.56134], [1.75115, -2.41200, -1.24205], [-2.27027, 1.74096, -2.17159], [1.24793, 2.87187, 1.50149], [0.03418, -5.61289, 2.21705], [-0.75003, 1.22316, -4.23579], [0.41396, -3.52337, -4.40762], [-2.55324, 4.48084, 0.93128], [-0.26391, -1.58016, -4.02148], [2.90868, 1.99419, 2.07531], [0.38864, -0.27369, 5.45649], [-0.32427, 5.14211, -0.94183], [-0.41247, -2.14037, 4.69031], [0.15052, -1.08343, 4.40093], [-1.20795, -2.18716, -1.78586], [-0.27789, -1.66368, 0.75679], [1.09311, 0.01712, -2.64116], [-1.25046, 3.66651, -1.40780], [0.28889, -0.31082, -0.69529], [0.07753, -5.52896, 0.38058], [0.83527, 0.66793, -1.38837], [0.58621, 3.40425, -0.57239], [0.89480, 0.26022, 2.80880], [-1.92129, -0.00780, -3.99106], [-1.53974, -5.44709, 1.02331], [-0.40781, -3.84589, 1.31800], [0.24890, -0.71638, 2.93743], [0.80523, 1.01048, 5.00391], [-1.38960, -3.88450, -1.55318], [-1.86674, 0.13524, -1.52887], [1.24801, -4.80076, -1.93692], [0.88428, -2.67924, -3.73611], [-0.66831, -2.95340, -1.17709], [-1.25044, 0.53953, -3.73045], [-0.25279, 1.57110, -1.48370], [-0.92960, 4.41945, 1.39169], [0.23148, -1.90121, 2.14841], [0.01091, -0.40485, -3.33497]], "forces_ev_per_a": [[-2.9, -9.7, -0.7], [-13.5, 5.0, 2.0], [1.3, -0.5, 2.8], [-2.0, -1.5, 8.1], [-0.3, 1.0, -0.7], [5.8, -4.8, 0.2], [4.5, 3.1, -0.2], [-0.2, 8.9, 4.6], [1.1, -6.8, -2.6], [6.5, -4.2, -3.5], [2.8, -0.4, 0.4], [1.4, 2.1, 0.5], [4.7, -8.3, -0.9], [0.4, -0.2, 0.0], [0.9, -4.9, -5.9], [6.6, 10.0, -3.7], [5.0, 2.5, 2.7], [-0.7, -1.4, -1.0], [10.7, -1.5, -0.4], [14.0, 5.8, -3.6], [10.5, 2.8, -2.7], [1.0, -0.9, 2.8], [1.4, 1.7, 0.7], [-3.6, 3.8, 0.1], [4.6, -0.3, 1.4], [-2.6, 0.0, -1.2], [1.2, 3.6, -2.7], [1.8, 1.3, 1.5], [-9.1, -4.4, 2.0], [-1.7, -3.3, 4.5], [5.8, -8.3, -2.2], [1.9, 3.0, -10.2], [-0.4, 1.6, 0.5], [1.6, 2.7, -1.0], [-3.5, -4.6, 0.7], [0.4, 0.1, 1.1], [3.7, 3.4, 6.5], [-1.6, 8.3, -5.3], [-6.7, -6.6, -5.0], [2.5, 2.8, -1.1], [-2.0, 0.3, 2.3], [-7.0, -5.4, 1.7], [8.0, 2.6, 4.8], [5.7, 16.4, -8.0], [-7.8, -6.1, -3.8], [-6.0, -2.4, -1.0], [-2.4, 4.9, 0.7], [-5.0, -14.4, 9.1], [0.0, 1.5, 5.0], [2.0, 2.0, 1.1], [-0.3, 0.0, 0.3], [-2.6, 6.3, -0.4], [-17.3, -6.9, 1.9], [-6.1, -2.8, -0.5], [8.6, 2.9, 11.5], [-5.8, 2.3, -1.3], [-0.7, -0.4, -0.7], [-5.5, 1.4, -6.4], [-9.3, -3.1, -4.9]]}

---

(3)
{"formula": "C21H27N3OS", "method": "the ωB97M-V functional and the def2-TZVPD basis", "homo_ha": -0.2909, "largest_force_ev_per_a": 1.01, "gap_ha": 0.3157, "smiles": "Cc1ccc(NC(=S)N[C@@H]2C[C@H]3CC[C@@H](C2)N3Cc2ccco2)cc1C", "species": ["C", "H", "H", "C", "C", "H", "H", "H", "H", "H", "H", "H", "C", "N", "H", "C", "C", "C", "C", "O", "C", "C", "C", "S", "C", "H", "H", "H", "H", "N", "C", "H", "H", "N", "H", "H", "H", "C", "H", "H", "C", "C", "H", "H", "H", "C", "C", "C", "H", "C", "C", "H", "H"], "coordinates": [[1.89087, 1.65200, -0.58397], [4.62122, -4.00500, -2.80791], [-0.63812, -3.69105, -0.93049], [1.76856, -1.89216, 0.38660], [5.26999, -1.80620, -1.05384], [4.27112, -2.50313, -3.65271], [-1.48335, 0.45829, 2.80542], [-0.30216, 1.20378, 1.73453], [3.39067, 1.75242, 0.99147], [5.83535, -2.73461, -1.12781], [-1.62430, 2.94964, 2.86805], [3.13382, -3.85223, -3.74934], [-2.07387, 2.39522, 2.03909], [-0.30477, -2.83906, -0.50049], [-3.06641, 3.06064, -0.97942], [-1.93303, 0.23647, 0.70633], [-0.80896, 3.83202, 0.39736], [-3.59045, 2.20538, 2.20629], [0.46143, 3.03299, 0.30663], [0.69537, 2.24316, -0.76660], [3.11178, -2.80876, -1.88024], [3.80733, -2.08858, -0.90209], [1.75636, -3.04016, -1.71826], [-2.83908, -2.63875, 0.03077], [-1.30015, -2.03357, -0.03333], [-4.82010, 3.05548, 0.62388], [-2.84263, -0.28685, 1.01274], [2.22871, 0.97688, -1.34555], [5.45954, -1.23161, -1.96017], [-2.02249, 3.18306, 0.82873], [-2.23979, 1.11708, -0.51422], [-1.01847, 4.26905, -0.58366], [-2.91415, 0.57928, -1.18277], [-0.97468, -0.78621, 0.34334], [-0.06074, -0.44684, 0.07090], [-3.82374, 1.27522, 2.71957], [1.62053, 3.47068, 2.10119], [2.44551, 2.05351, 0.58949], [3.65469, -1.12330, 0.99597], [-4.00720, 3.02894, 2.78358], [3.82113, -3.32339, -3.09446], [1.06436, -2.57308, -0.60280], [-4.63050, 1.30678, 0.49060], [1.27678, -1.58500, 1.29659], [-1.31800, 1.31713, -1.06279], [-1.36961, 1.03638, 1.88672], [-4.12394, 2.23008, 0.76218], [-2.86515, 2.45226, -0.09258], [1.21550, -3.59307, -2.47368], [1.51877, 2.95498, 1.16824], [3.12036, -1.65366, 0.22137], [-0.61383, 4.64813, 1.10419], [5.64249, -1.24187, -0.20298]], "forces_ev_per_a": [[0.7, -0.2, 0.4], [0.1, -0.1, -0.1], [-0.1, 0.2, 0.2], [-0.1, -0.2, 0.0], [0.0, 0.0, 0.0], [0.1, 0.0, -0.1], [0.0, -0.1, 0.0], [0.0, -0.1, 0.0], [0.2, -0.1, 0.0], [0.1, 0.0, 0.0], [0.0, 0.0, 0.0], [0.0, 0.0, -0.1], [0.1, -0.2, 0.4], [0.0, -0.2, -0.1], [0.0, 0.0, 0.0], [-0.1, 0.2, 0.1], [0.0, -0.2, -0.1], [0.1, 0.1, 0.1], [0.3, 0.6, 0.8], [-0.3, 0.1, -0.2], [-0.1, 0.0, 0.1], [-0.1, 0.0, 0.1], [0.0, 0.1, 0.1], [-0.7, -0.3, 0.0], [0.0, 0.2, 0.0], [0.0, 0.0, 0.0], [0.1, 0.1, 0.0], [0.0, -0.1, -0.2], [0.1, 0.0, -0.1], [-0.2, 0.2, 0.0], [-0.1, 0.1, 0.1], [0.1, 0.1, 0.1], [0.0, -0.1, 0.0], [0.3, -0.4, -0.2], [0.0, 0.0, 0.1], [0.0, -0.1, 0.1], [-0.1, 0.2, 0.2], [-0.1, -0.3, -0.4], [0.1, 0.1, 0.1], [0.0, 0.0, 0.0], [0.0, 0.0, 0.0], [0.4, 0.2, 0.1], [-0.1, -0.1, 0.0], [-0.1, 0.0, 0.1], [-0.1, -0.1, 0.0], [-0.1, 0.1, -0.1], [0.0, 0.1, -0.1], [-0.2, -0.2, -0.4], [-0.1, 0.0, -0.1], [-0.5, 0.2, -0.4], [0.0, -0.1, -0.2], [0.1, -0.1, -0.2], [0.1, 0.0, 0.0]]}